(1)
48
Properties=species:S:1:pos:R:3 method="wB97M-V/def2-TZVPD" largest_force_ev_per_a=0.1 e_homo_ha=-0.232 e_tot_ev=-57893.5533 mol_weight_da=592.4 de_lowest_kcal_mol=20.4
Pd -0.365 -0.024 0.265
C 5.154 0.148 2.440
C 4.142 -0.705 3.192
N 3.173 -1.342 2.313
C 2.117 -0.706 1.783
S 1.120 -1.680 0.702
N 1.924 0.548 2.115
N 0.806 1.062 1.533
C 0.444 2.274 1.761
C 1.191 3.206 2.657
C -0.793 2.704 1.072
C -1.324 3.968 1.251
C -2.499 4.312 0.594
C -3.106 3.384 -0.225
C -2.518 2.135 -0.370
N -1.395 1.800 0.260
H 5.853 0.609 3.139
H 4.645 0.937 1.888
H 5.726 -0.457 1.734
H 3.593 -0.096 3.910
H 4.642 -1.500 3.745
H 3.329 -2.288 2.012
H 2.055 2.699 3.073
H 0.549 3.549 3.470
H 1.524 4.085 2.101
H -0.828 4.674 1.901
H -2.930 5.295 0.732
H -4.028 3.590 -0.748
H -2.981 1.387 -0.998
C -0.143 -4.524 -1.073
C -0.384 -3.275 -1.886
O -1.603 -2.656 -1.439
P -1.757 -1.099 -1.137
O -3.166 -0.922 -0.597
Te -5.087 -0.530 -1.428
O -1.578 -0.340 -2.531
C -1.495 -0.881 -3.867
C -2.711 -1.665 -4.300
H 0.760 -5.026 -1.424
H -0.985 -5.208 -1.175
H -0.018 -4.278 -0.020
H -0.516 -3.519 -2.942
H 0.451 -2.575 -1.796
H -0.583 -1.478 -3.936
H -1.360 -0.004 -4.497
H -2.853 -2.561 -3.697
H -2.579 -1.963 -5.343
H -3.612 -1.063 -4.210



(2)
53
Properties=species:S:1:pos:R:3 method="wB97M-V/def2-TZVPD" largest_force_ev_per_a=0.5 e_homo_ha=-0.014 e_tot_ev=-255894.2359 mol_weight_da=847.2 de_lowest_kcal_mol=0.3 charge=-2
Rb 0.357 -0.893 0.646
C -3.929 2.498 0.541
C -3.535 1.274 -0.278
O -4.516 0.999 -1.286
P -3.302 -0.205 0.754
O -3.134 -1.397 -0.252
O -4.743 -0.514 1.413
O -2.249 -0.030 1.786
P -1.889 1.510 -1.153
O -0.994 2.120 0.056
O -1.417 0.093 -1.432
O -2.006 2.534 -2.206
H -4.926 2.360 0.969
H -3.941 3.367 -0.118
H -3.223 2.682 1.349
H -5.334 0.756 -0.835
H -2.418 -1.060 -0.895
H -4.646 -0.502 2.373
H -0.966 1.559 0.848
Se 3.848 -0.933 0.101
Se 4.204 -2.485 1.832
Te 2.182 -4.080 1.629
Se 2.121 -5.154 3.870
C -1.763 -3.616 -3.024
C -1.643 -4.830 -2.101
C -1.114 -4.201 -0.815
O -0.394 -3.034 -1.219
C -0.531 -2.817 -2.623
H -2.669 -3.050 -2.794
H -1.771 -3.872 -4.084
H -0.914 -5.537 -2.504
H -2.585 -5.358 -1.946
H -0.442 -4.852 -0.254
H -1.935 -3.894 -0.161
H 0.365 -3.188 -3.133
H -0.624 -1.745 -2.794
C 3.592 0.969 3.160
C 2.676 1.506 2.096
O 1.490 1.232 2.099
C 3.216 2.489 1.089
C 2.331 3.105 0.213
C 2.788 4.034 -0.709
C 4.137 4.364 -0.755
C 5.025 3.753 0.122
C 4.563 2.819 1.037
H 3.047 0.259 3.775
H 3.966 1.794 3.774
H 4.431 0.450 2.696
H 1.281 2.839 0.250
H 2.088 4.493 -1.397
H 4.498 5.083 -1.480
H 6.081 3.990 0.080
H 5.265 2.318 1.692



(3)
53
Properties=species:S:1:pos:R:3 method="wB97M-V/def2-TZVPD" largest_force_ev_per_a=0.4 e_homo_ha=-0.177 e_tot_ev=-71769.2621 mol_weight_da=493.4 charge=-1
C 4.871 -2.867 1.843
C 4.668 -1.505 1.173
C 3.206 -1.151 0.890
O 2.396 -1.482 1.989
C 0.994 -1.292 1.685
Al 0.024 -2.894 0.925
S -1.503 -2.068 -0.561
S -1.270 -3.797 2.598
C 1.365 -4.278 0.318
C 1.567 -4.656 -1.111
O 1.022 -4.193 -2.083
H 5.834 -2.913 2.360
H 4.070 -3.055 2.560
H 4.854 -3.681 1.110
H 5.202 -1.469 0.216
H 5.097 -0.719 1.804
H 3.140 -0.067 0.714
H 2.839 -1.655 -0.021
H 0.510 -1.009 2.631
H 0.882 -0.413 1.025
H -0.792 -1.036 -1.030
H -0.910 -5.082 2.516
H 2.354 -3.920 0.656
H 1.239 -5.228 0.862
H 2.330 -5.454 -1.281
C 1.402 5.587 1.935
C 0.624 4.387 1.444
O 1.212 3.839 0.246
C 2.238 3.021 0.434
O 2.744 2.720 1.472
C 2.692 2.432 -0.922
F 2.799 3.386 -1.857
F 1.799 1.533 -1.342
F 3.870 1.834 -0.787
H 1.477 6.341 1.150
H 0.897 6.027 2.795
H 2.409 5.300 2.237
H -0.387 4.660 1.151
H 0.569 3.605 2.201
C -4.025 -0.576 -2.532
C -5.161 -0.349 -1.570
O -5.634 1.028 -1.618
C -6.496 1.321 -2.564
O -6.972 0.601 -3.392
C -6.902 2.811 -2.448
F -5.847 3.604 -2.245
F -7.747 2.971 -1.416
F -7.522 3.215 -3.555
H -3.210 0.117 -2.327
H -3.641 -1.586 -2.404
H -4.343 -0.445 -3.568
H -4.830 -0.489 -0.544
H -6.003 -1.011 -1.764



(4)
51
Properties=species:S:1:pos:R:3 method="wB97M-V/def2-TZVPD" largest_force_ev_per_a=3.5 e_homo_ha=-0.291 e_tot_ev=-69094.3416 mol_weight_da=651.2 de_lowest_kcal_mol=50.9
C 1.154 0.592 -1.967
C 0.122 -0.317 -1.568
C -0.400 -1.521 -2.445
P -1.168 -0.926 -4.064
N -0.879 -1.901 -5.269
O -0.600 0.589 -4.521
O -2.804 -0.727 -3.872
O -1.545 -1.950 -1.639
C -0.939 -2.681 -0.589
O -1.398 -2.913 0.453
O 0.377 -3.068 -0.976
C 0.375 -2.905 -2.423
S -0.960 -4.160 -2.931
C 1.732 -3.050 -3.148
I 2.567 -1.473 -4.385
C 2.480 -4.185 -3.059
C 3.840 -4.292 -3.831
I 1.945 -5.913 -1.915
H 2.219 0.313 -1.781
H 0.903 1.537 -2.507
H -0.346 -0.098 -0.572
H -0.394 -1.347 -5.986
H 0.327 0.417 -4.786
H -3.101 -0.121 -4.583
H -0.922 -5.158 -1.978
H 4.250 -5.336 -3.790
H 3.734 -4.051 -4.915
H 4.594 -3.612 -3.358
C -0.972 -0.121 2.461
O -1.055 1.291 2.395
C -2.325 1.809 2.769
C -2.187 3.006 3.699
O -1.705 2.712 5.007
C -0.352 2.285 5.137
C 0.701 3.326 4.785
O 0.733 3.581 3.388
C 0.871 4.949 3.061
H -1.390 -0.563 1.551
H 0.084 -0.391 2.531
H -1.481 -0.521 3.342
H -2.943 1.041 3.250
H -2.828 2.130 1.850
H -3.190 3.417 3.851
H -1.604 3.803 3.239
H -0.189 1.352 4.597
H -0.229 2.044 6.197
H 1.688 2.944 5.071
H 0.504 4.243 5.353
H 0.256 5.584 3.707
H 0.532 5.085 2.033
H 1.921 5.250 3.133